# 1
Here is a structure of composition C39H39Cl2I2N6OPRu from the OMol25 dataset. Energies are from wB97M-V/def2-TZVPD.

```
91
Properties=species:S:1:pos:R:3:forces:R:3:mulliken_spin:R:1
Ru -1.171 0.348 0.633 -0.191 -0.266 0.510 0.37
I -2.335 3.637 4.403 0.007 -0.009 -0.007 0.00
C -0.573 2.535 4.301 0.060 -0.045 0.022 0.00
C 0.313 2.520 5.379 -0.018 0.037 0.053 0.00
C 1.473 1.790 5.342 -0.019 -0.030 -0.090 0.00
I 2.741 1.840 7.006 0.008 0.008 0.033 0.00
C 1.795 1.018 4.197 -0.083 0.038 -0.025 0.00
C 2.965 0.244 4.041 0.029 -0.007 0.015 0.00
C 3.172 -0.449 2.884 -0.007 0.007 0.037 0.00
C 2.200 -0.397 1.869 0.031 -0.094 -0.002 0.00
N 1.095 0.297 1.982 0.013 0.085 -0.172 0.01
C 0.883 1.018 3.110 0.064 -0.001 0.048 -0.02
C -0.333 1.812 3.125 0.048 -0.047 -0.017 0.01
O -1.106 1.838 2.122 0.003 0.225 0.226 0.00
H 0.070 3.102 6.259 0.005 -0.004 0.001 0.00
H 3.692 0.216 4.842 0.001 -0.001 -0.003 0.00
H 4.069 -1.037 2.739 -0.005 -0.004 -0.014 0.00
H 2.321 -0.935 0.937 -0.009 0.022 0.056 0.00
C -1.086 -2.614 3.919 0.029 0.004 -0.028 -0.01
C -2.329 -2.410 4.504 -0.036 -0.010 0.040 0.01
C -3.213 -1.528 3.922 -0.033 0.003 -0.006 0.00
C -2.846 -0.841 2.762 0.021 -0.091 -0.006 0.00
N -1.615 -1.008 2.236 0.047 0.213 -0.039 -0.02
C -0.774 -1.885 2.791 -0.025 -0.009 0.005 0.01
C -3.702 0.069 2.007 -0.004 0.046 0.010 -0.02
C -5.028 0.336 2.366 0.012 0.020 0.023 0.00
C -5.765 1.260 1.655 0.012 0.018 -0.008 0.00
C -5.160 1.935 0.592 -0.024 -0.010 0.012 0.00
C -3.855 1.663 0.229 0.026 -0.080 -0.060 0.03
C -3.090 0.698 0.905 -0.281 0.201 -0.126 0.00
H -0.367 -3.306 4.333 0.004 0.005 -0.002 0.00
H -2.605 -2.941 5.408 -0.004 0.002 -0.004 0.00
H -4.186 -1.357 4.361 0.001 -0.007 -0.008 0.00
H 0.182 -1.986 2.297 0.000 -0.015 0.014 0.00
H -5.480 -0.168 3.212 -0.006 0.005 -0.005 0.00
H -6.790 1.474 1.931 -0.001 -0.005 0.003 0.00
H -5.722 2.684 0.044 0.003 0.003 0.002 0.00
H -3.402 2.197 -0.597 -0.011 0.002 0.001 -0.01
Cl -2.029 2.245 -3.426 -0.009 0.074 -0.014 0.01
C -0.827 3.221 -2.602 -0.040 -0.011 0.032 0.01
C -0.385 4.354 -3.243 -0.004 -0.037 -0.019 0.01
C 0.590 5.161 -2.672 0.008 0.020 0.011 -0.02
C 1.094 4.775 -1.434 -0.003 -0.020 -0.018 0.01
C 0.647 3.645 -0.790 -0.105 -0.022 0.030 0.02
Cl 1.394 3.254 0.734 -0.001 -0.042 0.036 0.00
C -0.369 2.756 -1.314 -0.165 0.114 -0.069 -0.03
N -0.805 1.663 -0.760 0.542 -0.001 -0.037 0.64
H -0.814 4.596 -4.208 0.003 0.003 -0.001 0.00
H 0.937 6.058 -3.166 0.007 -0.007 0.000 0.00
H 1.858 5.365 -0.942 -0.001 0.000 -0.001 0.00
C 4.902 -1.808 -1.860 0.023 0.021 0.052 0.00
N 3.502 -1.722 -1.533 -0.020 -0.076 -0.051 0.00
C 2.929 -2.907 -0.946 0.007 0.024 0.022 0.00
C 2.744 -0.570 -1.662 0.013 -0.098 -0.083 0.00
N 1.611 -0.480 -1.085 0.425 0.228 -0.052 -0.01
N 3.368 0.418 -2.456 -0.081 0.093 -0.012 0.00
C 2.839 1.763 -2.281 0.007 -0.017 -0.022 0.00
C 3.459 0.074 -3.869 0.044 -0.011 -0.023 0.00
H 5.457 -2.223 -1.011 -0.005 -0.001 0.005 0.00
H 5.298 -0.820 -2.080 -0.006 -0.009 -0.005 0.00
H 5.080 -2.465 -2.721 0.007 -0.003 -0.007 0.00
H 3.467 -3.185 -0.030 -0.013 0.000 -0.001 0.00
H 2.984 -3.751 -1.642 0.006 -0.016 -0.014 0.00
H 1.887 -2.717 -0.706 -0.018 -0.010 -0.013 0.00
H 1.152 0.405 -1.294 -0.197 -0.116 0.042 0.00
H 1.847 1.897 -2.733 -0.002 -0.004 -0.004 0.00
H 3.521 2.468 -2.758 -0.006 0.007 0.009 0.00
H 2.770 2.004 -1.222 0.030 -0.007 -0.008 0.00
H 2.488 0.183 -4.372 0.043 0.014 0.022 0.00
H 3.796 -0.953 -4.001 -0.020 0.017 0.003 0.00
H 4.171 0.743 -4.357 0.014 -0.006 -0.003 0.00
C -3.196 -0.764 -1.911 -0.029 -0.014 -0.008 -0.01
P -1.800 -1.246 -0.830 -0.157 -0.193 -0.348 -0.01
C -2.578 -2.719 -0.068 0.040 -0.069 -0.003 0.00
C -0.772 -2.031 -2.132 0.114 0.002 0.029 0.00
C -0.342 -1.238 -3.198 -0.062 -0.063 -0.043 0.00
C 0.402 -1.788 -4.228 -0.018 0.010 -0.017 0.00
C 0.752 -3.134 -4.202 -0.001 0.006 -0.006 0.00
C 0.338 -3.928 -3.145 -0.024 0.016 0.015 0.00
C -0.424 -3.377 -2.119 0.012 0.002 -0.027 0.00
H -2.941 0.151 -2.439 -0.020 -0.040 0.009 0.01
H -4.069 -0.564 -1.293 -0.029 0.010 0.027 0.00
H -3.420 -1.561 -2.624 0.013 0.008 0.002 0.00
H -2.989 -3.375 -0.836 0.008 -0.002 0.006 0.00
H -1.883 -3.281 0.557 0.005 0.017 0.015 0.00
H -3.392 -2.363 0.562 -0.032 0.014 0.043 0.00
H -0.598 -0.184 -3.215 0.021 -0.003 -0.001 0.00
H 0.717 -1.164 -5.055 -0.019 -0.012 0.007 0.00
H 1.338 -3.560 -5.008 0.002 0.000 0.002 0.00
H 0.602 -4.978 -3.116 0.001 0.003 0.001 0.00
H -0.745 -4.013 -1.304 0.021 -0.003 -0.004 0.00
```
Forces are in eV/Å.

Multiplicity: 2
<S²>: 0.7622
LUMO (spin up / spin down) in eV: 2.147 / 2.146
Net charge: -1
E_HOMO (spin up / spin down) in eV: -3.4 / -3.1
HOMO-LUMO gap (spin up / spin down) in eV: 5.575 / 5.287

=====

# 2
Here is the molecule C3H7NO2 from the OMol25 dataset. Energies are from wB97M-V/def2-TZVPD.

```
13
Properties=species:S:1:pos:R:3:forces:R:3:mulliken_charge:R:1
C -0.838 1.164 0.459 -2.131 0.338 0.420 -1.20
C -0.375 0.064 -0.528 -0.314 1.509 -0.718 0.41
O -1.031 -1.143 -0.282 0.033 -1.421 0.677 -0.59
C 1.151 -0.028 -0.217 0.518 1.253 -0.689 0.31
N 1.366 -1.181 0.489 -1.619 -2.022 -2.282 -0.45
O 1.988 0.877 -0.464 -2.432 -2.492 0.796 -0.63
H -0.305 2.048 0.209 0.911 0.769 0.149 0.35
H -0.628 0.830 1.518 -0.132 0.385 -1.207 0.31
H -1.944 1.581 0.435 1.815 -1.567 -0.263 0.31
H -0.575 0.217 -1.621 0.640 0.962 0.893 0.29
H -1.912 -1.107 -0.653 -0.131 0.075 -0.060 0.32
H 0.756 -2.042 -0.002 2.313 2.935 2.202 0.30
H 2.347 -1.281 0.657 0.529 -0.724 0.082 0.26
```
Forces are in eV/Å.

Multiplicity: 1
LUMO in eV: 0.633
SMILES: C[C@H](O)C(N)=O
E_HOMO in eV: -9.8
HOMO-LUMO gap in eV: 10.438

=====

# 3
Here is a structure of composition C17H19NO5PtS2 from the OMol25 dataset. Energies are from wB97M-V/def2-TZVPD.

```
45
Properties=species:S:1:pos:R:3:forces:R:3:mulliken_charge:R:1
Pt 0.909 0.404 -0.453 0.354 1.045 0.428 0.88
O -0.480 2.116 2.320 -0.951 0.130 0.209 -0.45
S -0.873 1.244 1.304 1.709 -1.506 -1.799 1.18
O -2.404 0.877 1.316 -0.507 0.867 0.362 -0.06
O -0.214 -0.129 1.241 0.702 0.443 0.110 -0.68
O -0.656 1.637 -0.143 -0.117 0.247 0.113 -0.42
C 5.985 1.519 -0.714 -0.043 -0.004 -0.103 -1.53
C 5.494 0.126 -0.283 -0.191 0.179 0.281 1.72
C 5.675 -0.055 1.240 -0.030 -0.036 -0.020 -1.53
C 6.198 -0.989 -1.062 -0.149 -0.044 -0.145 -1.55
C 4.039 0.077 -0.515 0.376 -0.158 -0.213 0.19
N 2.904 0.043 -0.685 -0.681 -0.598 0.261 -0.57
H 7.053 1.570 -0.501 -0.004 0.006 -0.003 0.41
H 5.486 2.313 -0.159 0.008 -0.015 0.001 0.39
H 5.840 1.681 -1.782 0.012 0.007 0.007 0.40
H 6.733 0.074 1.468 0.001 -0.026 -0.004 0.40
H 5.367 -1.050 1.559 0.023 0.002 0.006 0.40
H 5.111 0.690 1.801 0.041 0.019 -0.004 0.40
H 7.268 -0.888 -0.890 -0.002 -0.024 0.013 0.40
H 6.013 -0.907 -2.133 0.041 0.023 0.009 0.40
H 5.880 -1.976 -0.728 0.021 0.014 0.022 0.40
O -2.410 -0.787 -0.777 0.419 0.740 -0.051 -0.61
S -2.994 -0.379 0.451 -1.801 -1.887 1.081 1.17
C -4.663 0.078 0.328 0.232 0.723 -0.486 0.61
C -5.241 1.053 1.144 0.010 -0.078 -0.148 -0.05
C -6.571 1.363 0.927 -0.008 -0.073 0.117 -0.85
C -7.287 0.711 -0.070 -0.014 -0.024 0.012 -0.44
C -6.680 -0.234 -0.886 -0.058 -0.165 -0.014 -0.73
C -5.351 -0.568 -0.703 -0.033 0.132 0.121 -0.42
C -2.896 -1.646 1.650 0.771 -0.141 -0.076 0.65
C -2.629 -2.918 1.144 0.097 0.132 0.114 -0.41
C -2.404 -3.944 2.047 -0.107 -0.076 -0.035 -0.75
C -2.460 -3.699 3.411 -0.066 -0.004 -0.010 -0.41
C -2.705 -2.417 3.895 -0.185 -0.024 0.064 -0.89
C -2.937 -1.374 3.020 0.037 0.041 -0.200 -0.08
H -4.677 1.570 1.906 0.033 0.006 0.031 0.47
H -7.048 2.115 1.539 -0.005 -0.014 0.007 0.44
H -8.336 0.936 -0.207 0.018 0.075 -0.053 0.43
H -7.241 -0.719 -1.673 -0.021 0.000 0.018 0.43
H -4.869 -1.301 -1.335 0.019 0.033 -0.035 0.43
H -2.572 -3.097 0.080 0.029 0.007 -0.004 0.47
H -2.174 -4.934 1.679 -0.087 -0.021 0.005 0.43
H -2.334 -4.517 4.107 0.144 0.030 0.008 0.44
H -2.722 -2.233 4.960 -0.042 -0.008 -0.010 0.43
H -3.131 -0.380 3.398 0.003 0.027 0.010 0.45
```
Forces are in eV/Å.

Multiplicity: 1
LUMO (spin up / spin down) in eV: -9.353 / -9.348
Net charge: +2
E_HOMO (spin up / spin down) in eV: -15.6 / -15.6
HOMO-LUMO gap (spin up / spin down) in eV: 6.205 / 6.209

=====

> Which formula does entry 1 have?

C39H39Cl2I2N6OPRu

=====

> Which value of multiplicity does entry 3 give?

1

=====

> multiplicity of number 3 (C17H19NO5PtS2)?

1

=====

> What is the multiplicity in the third record?

1